The following is a DFT calculation (ωB97M-V/def2-TZVPD) of a 10-piece molecular cluster, C45H80F27N7O21S9 overall at a distorted geometry.

**Electronic energy**: -272271.585 eV
**Highest occupied orbital energy**: -3.06 eV
**Gap between HOMO and LUMO**: 4.820 eV
**Charge**: -2

Each atom is followed by the atoms it is bonded to, with distances in Å.
Positions of all 189 atoms, in Å:
1 C -1.9187 2.0995 -3.5934  C2 1.536, H11 1.090, H12 1.090, H13 1.090
2 C -3.4289 2.2714 -3.8122  C1 1.536, C3 1.546, H14 1.090, H15 1.090
3 C -4.0586 3.5487 -3.2117  C2 1.546, N4 1.560, H16 1.090, H17 1.090
4 N -5.6166 3.6016 -3.2630  C3 1.560, C5 1.557, C9 1.575, C10 1.592
5 C -6.0979 4.9975 -2.7695  N4 1.557, C6 1.559, H18 1.090, H19 1.090
6 C -5.8484 5.2458 -1.2507  C5 1.559, C7 1.515, H20 1.090, H21 1.090
7 C -6.3436 4.1289 -0.3552  C6 1.515, C8 1.577, H22 1.090, H23 1.090
8 C -5.9772 2.6830 -0.8682  C7 1.577, C9 1.597, H24 1.090, H25 1.090
9 C -6.3103 2.4707 -2.4151  N4 1.575, C8 1.597, H26 1.090, H27 1.090
10 C -6.1003 3.5003 -4.7767  N4 1.592, H28 1.090, H29 1.090, H30 1.090
11 H -1.3936 2.9765 -3.9720  C1 1.090
12 H -1.5825 1.2622 -4.2050  C1 1.090
13 H -1.6167 1.8532 -2.5755  C1 1.090
14 H -3.8548 1.3831 -3.3457  C2 1.090
15 H -3.5989 2.2317 -4.8882  C2 1.090
16 H -3.7128 4.4252 -3.7597  C3 1.090
17 H -3.7207 3.5444 -2.1754  C3 1.090
18 H -5.5442 5.7670 -3.3075  C5 1.090
19 H -7.1744 5.0347 -2.9368  C5 1.090
20 H -4.8126 5.5132 -1.0413  C6 1.090
21 H -6.3192 6.2053 -1.0365  C6 1.090
22 H -5.9669 4.3787 0.6367  C7 1.090
23 H -7.4274 4.2341 -0.4056  C7 1.090
24 H -4.9251 2.4630 -0.6872  C8 1.090
25 H -6.5426 1.9197 -0.3337  C8 1.090
26 H -5.9203 1.5105 -2.7528  C9 1.090
27 H -7.3599 2.6154 -2.6711  C9 1.090
28 H -5.9186 2.4656 -5.0675  C10 1.090
29 H -5.3946 4.1535 -5.2899  C10 1.090
30 H -7.1271 3.8234 -4.9479  C10 1.090
31 C 1.7777 0.6815 -5.2084  C32 1.529, H41 1.090, H42 1.090, H43 1.090
32 C 2.7059 -0.2094 -4.3817  C31 1.529, C33 1.562, H44 1.090, H45 1.090
33 C 4.2190 -0.0257 -4.7247  C32 1.562, N34 1.559, H46 1.090, H47 1.090
34 N 5.2499 -0.8965 -3.9443  C33 1.559, C35 1.654, C39 1.564, C40 1.536
35 C 4.9673 -2.4832 -4.3145  N34 1.654, C36 1.561, H48 1.090, H49 1.090
36 C 5.3942 -2.7171 -5.7977  C35 1.561, C37 1.511, H50 1.090, H51 1.090
37 C 6.8506 -2.3997 -6.0437  C36 1.511, C38 1.521, H52 1.090, H53 1.090
38 C 7.0505 -0.9130 -5.7903  C37 1.521, C39 1.569, H54 1.090, H55 1.090
39 C 6.6825 -0.4161 -4.3483  N34 1.564, C38 1.569, H56 1.090, H57 1.090
40 C 5.1168 -0.5384 -2.4565  N34 1.536, H58 1.090, H59 1.090, H60 1.090
41 H 2.0269 0.6565 -6.2693  C31 1.090
42 H 1.7819 1.7151 -4.8624  C31 1.090
43 H 0.7432 0.3508 -5.1161  C31 1.090
44 H 2.2983 -1.2151 -4.4838  C32 1.090
45 H 2.4802 0.1642 -3.3829  C32 1.090
46 H 4.4390 1.0029 -4.4388  C33 1.090
47 H 4.3569 -0.0231 -5.8059  C33 1.090
48 H 3.9134 -2.5353 -4.0412  C35 1.090
49 H 5.5785 -3.0497 -3.6119  C35 1.090
50 H 4.7648 -2.1240 -6.4612  C36 1.090
51 H 5.1841 -3.7554 -6.0545  C36 1.090
52 H 7.0594 -2.6706 -7.0787  C37 1.090
53 H 7.5537 -2.9908 -5.4570  C37 1.090
54 H 6.5218 -0.3212 -6.5375  C38 1.090
55 H 8.1099 -0.7032 -5.9375  C38 1.090
56 H 6.7461 0.6645 -4.2204  C39 1.090
57 H 7.3482 -0.7992 -3.5748  C39 1.090
58 H 4.1309 -0.8512 -2.1126  C40 1.090
59 H 5.3783 0.5120 -2.3292  C40 1.090
60 H 5.7691 -1.1176 -1.8030  C40 1.090
61 C 4.1179 -2.0354 12.0792  C62 1.515, H71 1.090, H72 1.090, H73 1.090
62 C 4.2213 -1.6525 10.6175  C61 1.515, C63 1.520, H74 1.090, H75 1.090
63 C 2.8362 -1.5322 10.0022  C62 1.520, N64 1.582, H76 1.090, H77 1.090
64 N 2.7421 -1.1731 8.4639  C63 1.582, C65 1.562, C69 1.511, C70 1.566
65 C 1.2317 -0.9764 8.1172  N64 1.562, C66 1.511, H78 1.090, H79 1.090
66 C 1.0049 -0.4272 6.7278  C65 1.511, C67 1.572, H80 1.090, H81 1.090
67 C 1.8893 0.8434 6.4567  C66 1.572, C68 1.517, H82 1.090, H83 1.090
68 C 3.3600 0.6743 6.7866  C67 1.517, C69 1.550, H84 1.090, H85 1.090
69 C 3.5452 0.0801 8.2062  N64 1.511, C68 1.550, H86 1.090, H87 1.090
70 C 3.2619 -2.3949 7.6328  N64 1.566, H88 1.090, H89 1.090, H90 1.090
71 H 3.5349 -1.2514 12.5624  C61 1.090
72 H 5.1008 -2.0671 12.5492  C61 1.090
73 H 3.7454 -3.0391 12.2841  C61 1.090
74 H 4.8218 -2.4347 10.1532  C62 1.090
75 H 4.7648 -0.7135 10.5122  C62 1.090
76 H 2.1868 -0.8302 10.5252  C63 1.090
77 H 2.1564 -2.3616 10.1975  C63 1.090
78 H 0.7038 -0.2468 8.7314  C65 1.090
79 H 0.7414 -1.9454 8.2101  C65 1.090
80 H -0.0687 -0.3539 6.5543  C66 1.090
81 H 1.3164 -1.1341 5.9588  C66 1.090
82 H 1.4162 1.6683 6.9894  C67 1.090
83 H 1.7346 1.1370 5.4185  C67 1.090
84 H 3.9347 1.6005 6.7881  C68 1.090
85 H 3.7230 -0.0859 6.0949  C68 1.090
86 H 3.2149 0.8915 8.8547  C69 1.090
87 H 4.5998 -0.0903 8.4232  C69 1.090
88 H 2.9880 -2.4068 6.5779  C70 1.090
89 H 2.9498 -3.3555 8.0426  C70 1.090
90 H 4.3484 -2.4255 7.7149  C70 1.090
91 C -1.1990 -2.0902 -3.2760  C92 1.544, H101 1.090, H102 1.090, H103 1.090
92 C -0.9779 -1.1026 -2.1099  C91 1.544, C93 1.572, H104 1.090, H105 1.090
93 C -0.1190 -1.8160 -1.0028  C92 1.572, N94 1.613, H106 1.090, H107 1.090
94 N 0.2193 -0.7879 0.1932  C93 1.613, C95 1.563, C99 1.606, C100 1.562
95 C 1.1049 -1.4974 1.2675  N94 1.563, C96 1.495, H108 1.090, H109 1.090
96 C 1.1391 -0.7883 2.5836  C95 1.495, C97 1.592, H110 1.090, H111 1.090
97 C -0.2082 -0.3077 3.2814  C96 1.592, C98 1.537, H112 1.090, H113 1.090
98 C -1.0602 0.4108 2.2232  C97 1.537, C99 1.544, H114 1.090, H115 1.090
99 C -1.1617 -0.3250 0.8697  N94 1.606, C98 1.544, H116 1.090, H117 1.090
100 C 1.1080 0.4004 -0.2931  N94 1.562, H118 1.090, H119 1.090, H120 1.090
101 H -1.6691 -1.5483 -4.0967  C91 1.090
102 H -1.7318 -2.9554 -2.8816  C91 1.090
103 H -0.3338 -2.4933 -3.8024  C91 1.090
104 H -1.9404 -0.7733 -1.7185  C92 1.090
105 H -0.4334 -0.2087 -2.4140  C92 1.090
106 H 0.8175 -2.0247 -1.5200  C93 1.090
107 H -0.6427 -2.7148 -0.6771  C93 1.090
108 H 0.6875 -2.5029 1.3216  C95 1.090
109 H 2.1180 -1.6566 0.8982  C95 1.090
110 H 1.6663 -1.4167 3.3014  C96 1.090
111 H 1.8067 0.0718 2.5312  C96 1.090
112 H -0.7583 -1.1928 3.6007  C97 1.090
113 H 0.0855 0.3265 4.1178  C97 1.090
114 H -2.0067 0.7348 2.6561  C98 1.090
115 H -0.4864 1.3093 1.9962  C98 1.090
116 H -1.7983 -1.1857 1.0747  C99 1.090
117 H -1.6817 0.3498 0.1897  C99 1.090
118 H 1.9095 -0.0376 -0.8882  C100 1.090
119 H 1.4333 0.8897 0.6249  C100 1.090
120 H 0.6191 1.1065 -0.9643  C100 1.090
121 C -5.1441 -1.3945 -1.5047  F122 1.330, F123 1.328, F124 1.313, S125 1.920
122 F -4.1843 -0.8724 -2.2630  C121 1.330
123 F -5.2152 -0.6349 -0.4176  C121 1.328
124 F -6.2909 -1.3934 -2.1441  C121 1.313
125 S -4.5686 -3.0975 -0.8294  C121 1.920, O126 1.453, O127 1.473, O128 1.432
126 O -5.6398 -3.5898 0.0203  S125 1.453
127 O -4.3190 -3.9187 -2.0268  S125 1.473
128 O -3.4147 -2.8648 -0.0140  S125 1.432
129 C -4.5579 -0.2971 3.7127  F130 1.333, F131 1.299, F132 1.375, S133 2.010
130 F -4.7596 0.5004 4.7613  C129 1.333
131 F -4.5696 0.2886 2.5528  C129 1.299
132 F -3.4177 -1.0277 3.9535  C129 1.375
133 S -5.9776 -1.7170 3.7960  C129 2.010, O134 1.445, O135 1.475, O136 1.464
134 O -7.1900 -0.9798 3.5224  S133 1.445
135 O -5.6927 -2.6671 2.7045  S133 1.475
136 O -5.9639 -2.3507 5.1153  S133 1.464
137 C 2.3743 -5.1376 0.1939  F138 1.345, F139 1.363, F140 1.310, S141 1.970
138 F 1.1370 -4.8103 0.6061  C137 1.345
139 F 3.2338 -4.5632 1.0821  C137 1.363
140 F 2.5490 -6.4358 0.1953  C137 1.310
141 S 2.7684 -4.4649 -1.6157  C137 1.970, O142 1.461, O143 1.408, O144 1.466
142 O 3.8580 -5.2924 -2.1279  S141 1.461
143 O 1.5839 -4.7692 -2.3137  S141 1.408
144 O 3.0040 -3.0183 -1.6048  S141 1.466
145 C -0.9645 5.0540 -1.5388  F146 1.297, F147 1.313, F148 1.286, S149 1.993
146 F -2.0933 5.3150 -2.1226  C145 1.297
147 F -0.2457 4.3880 -2.4130  C145 1.313
148 F -0.4163 6.1589 -1.1763  C145 1.286
149 S -1.2895 3.8325 0.0023  C145 1.993, O150 1.489, O151 1.455, N152 1.705, S153 2.475
150 O -2.1788 2.7621 -0.5284  S149 1.489
151 O 0.0401 3.4615 0.4612  S149 1.455
152 N -2.0021 4.9195 1.1060  S149 1.705, S153 1.543
153 S -2.2805 3.9431 2.2680  S149 2.475, N152 1.543, O154 1.421, O155 1.450, C156 1.922
154 O -3.1977 2.9227 1.8999  S153 1.421
155 O -1.0676 3.4514 2.8922  S153 1.450
156 C -3.3592 4.8711 3.5596  S153 1.922, F157 1.336, F158 1.364, F159 1.402
157 F -2.6096 5.8499 4.0746  C156 1.336
158 F -4.4558 5.3819 2.9306  C156 1.364
159 F -3.8442 4.0337 4.5741  C156 1.402
160 C -5.9695 -2.4937 -10.3784  F161 1.280, F162 1.330, F163 1.361, S164 2.031
161 F -6.3404 -3.1723 -9.3591  C160 1.280
162 F -5.0525 -3.1503 -11.0832  C160 1.330
163 F -7.0340 -2.2336 -11.1862  C160 1.361
164 S -5.1360 -0.6909 -9.9518  C160 2.031, O165 1.440, O166 1.475, N167 1.725, S168 2.445
165 O -4.3049 -0.3694 -11.0832  S164 1.440
166 O -6.2050 0.3095 -9.7767  S164 1.475
167 N -4.0271 -1.1333 -8.7063  S164 1.725, S168 1.550
168 S -4.8328 -0.5210 -7.5321  S164 2.445, N167 1.550, O169 1.468, O170 1.470, C171 1.984
169 O -4.8725 0.9429 -7.4279  S168 1.468
170 O -6.0666 -1.2319 -7.1672  S168 1.470
171 C -3.7227 -1.0286 -5.9681  S168 1.984, F172 1.358, F173 1.326, F174 1.328
172 F -3.2826 -2.3033 -6.1270  C171 1.358
173 F -2.7276 -0.1544 -5.9146  C171 1.326
174 F -4.4917 -0.9412 -4.8896  C171 1.328
175 C 4.8044 -2.6164 3.7552  F176 1.284, F177 1.315, F178 1.348, S179 1.937
176 F 5.5473 -3.6450 3.9488  C175 1.284
177 F 3.5732 -3.0415 3.5731  C175 1.315
178 F 4.7838 -1.8354 4.8535  C175 1.348
179 S 5.3998 -1.6140 2.2083  C175 1.937, O180 1.450, O181 1.454, N182 1.756, S183 2.524
180 O 5.9846 -2.6470 1.3758  S179 1.450
181 O 4.2818 -0.8523 1.6752  S179 1.454
182 N 6.6850 -0.7372 3.0230  S179 1.756, S183 1.549
183 S 6.0417 0.6709 3.0686  S179 2.524, N182 1.549, O184 1.424, O185 1.484, C186 1.946
184 O 6.1085 1.4722 1.8929  S183 1.424
185 O 4.7110 0.7360 3.7231  S183 1.484
186 C 7.1461 1.5772 4.3894  S183 1.946, F187 1.319, F188 1.320, F189 1.332
187 F 8.3815 1.6842 3.9398  C186 1.319
188 F 6.6772 2.7986 4.5661  C186 1.320
189 F 7.0868 0.9488 5.5626  C186 1.332

Here are the Mulliken charges for atoms 1 to 2, given in e:
1 C -0.87
2 C 0.74